{
  "formula": "C30H23BrClIN8O3PbS4",
  "method": "ωB97M-V/def2-TZVPD",
  "e_tot_ha": -6937.8776,
  "gap_ha": [0.201, 0.217],
  "charge": 2,
  "relative_energy_kcal_mol": 0.0,
  "e_lumo_ev": [-7.28, -6.94],
  "symbols": ["Pb", "N", "C", "N", "C", "C", "S", "C", "C", "S", "C", "N", "N", "H", "H", "H", "H", "H", "H", "O", "C", "C", "C", "C", "C", "C", "C", "O", "N", "N", "C", "S", "C", "C", "S", "H", "H", "H", "H", "H", "H", "H", "H", "H", "Cl", "C", "C", "C", "I", "C", "O", "C", "N", "C", "C", "C", "C", "H", "H", "H", "H", "Br", "C", "C", "C", "N", "C", "C", "H", "H", "H", "H"],
  "positions_angstrom": [[0.14812, 0.26623, -0.02410], [3.06558, 2.04538, 1.66108], [3.43396, 1.38931, 0.53221], [2.58989, 0.83462, -0.30362], [3.25942, 0.22102, -1.36482], [4.60377, 0.29244, -1.29589], [5.09378, 1.16660, 0.10577], [2.46716, -0.40934, -2.42524], [2.91448, -0.86483, -3.61226], [1.61262, -1.50350, -4.54230], [0.51708, -1.10153, -3.26359], [1.09533, -0.54025, -2.23115], [-0.81614, -1.32092, -3.35226], [2.09421, 2.28038, 1.77890], [3.73824, 2.61131, 2.14677], [5.33531, -0.11677, -1.97606], [3.92122, -0.85602, -4.00332], [-1.17412, -1.87621, -4.10787], [-1.35000, -1.29695, -2.49351], [0.93862, -4.33753, 1.10480], [-0.27567, -4.88678, 1.24421], [-0.36174, -6.12494, 1.87264], [-1.58365, -6.74397, 2.01374], [-2.75469, -6.14754, 1.53310], [-2.68779, -4.92342, 0.92534], [-1.45343, -4.25187, 0.77757], [-1.39098, -2.92988, 0.17385], [-0.29846, -2.34762, -0.07231], [-2.62809, -2.36288, -0.07828], [-2.57244, -1.23438, -0.71726], [-3.74071, -0.74113, -1.06215], [-3.82214, 0.85911, -1.70665], [-5.63333, 0.94943, -1.63514], [-6.17881, -0.43199, -1.92686], [-5.21645, -1.63878, -0.96948], [0.80649, -3.52676, 0.57798], [0.55294, -6.58604, 2.22314], [-1.63757, -7.71130, 2.49640], [-3.70381, -6.65474, 1.64077], [-3.58152, -4.45012, 0.54621], [-5.95127, 1.67837, -2.37858], [-5.91333, 1.29542, -0.64239], [-6.09546, -0.69232, -2.98004], [-7.21774, -0.52330, -1.61645], [2.27120, -0.69014, 7.11568], [1.43059, -0.21818, 5.71641], [0.35945, 0.65405, 5.84432], [-0.32154, 1.09472, 4.73114], [-1.91380, 2.40074, 4.91143], [0.05190, 0.68334, 3.39248], [-0.49994, 1.14963, 2.38042], [1.14746, -0.30478, 3.28963], [1.45897, -0.75495, 2.06153], [2.45602, -1.61374, 1.92749], [3.21394, -2.07114, 3.00433], [2.90608, -1.62180, 4.26177], [1.83971, -0.72424, 4.43345], [0.07333, 0.99962, 6.82937], [2.67049, -1.95562, 0.91819], [4.02250, -2.76989, 2.83981], [3.47484, -1.95096, 5.12137], [-0.62187, 7.11198, -2.44150], [-0.40213, 5.36381, -1.80634], [0.13985, 4.38641, -2.62755], [0.28221, 3.11160, -2.11414], [-0.08161, 2.78017, -0.87018], [-0.60328, 3.73399, -0.09037], [-0.78101, 5.03730, -0.51306], [0.44453, 4.61567, -3.63993], [0.70597, 2.31768, -2.72309], [-0.89689, 3.43170, 0.91138], [-1.20406, 5.78361, 0.14625]],
  "lowdin_charge": [1.508, 0.134, -0.691, -0.034, -0.338, -0.323, 1.114, -0.346, -0.326, 1.116, -0.680, -0.049, 0.133, 0.093, 0.111, 0.091, 0.090, 0.109, 0.048, 0.080, -0.244, 0.005, -0.036, -0.064, -0.017, -0.074, -0.365, -0.143, 0.067, -0.136, -0.907, 0.970, -0.481, -0.481, 1.013, 0.057, 0.128, 0.120, 0.113, 0.105, 0.092, 0.089, 0.088, 0.093, 0.834, -0.569, -0.154, -0.619, 1.042, -0.416, -0.166, -0.149, 0.039, -0.107, 0.006, 0.016, -0.151, 0.109, 0.127, 0.128, 0.107, 0.838, -0.683, -0.085, -0.131, -0.072, -0.134, -0.086, 0.115, 0.109, 0.106, 0.114]
}